Record 1
DFT (the ωB97M-V functional and the def2-TZVPD basis) results for a structure of composition C44H98F6K3NO25S2 in a non-equilibrium geometry.

Structure (ORCA input):
```
! wB97M-V def2-TZVPD RIJCOSX def2/J DEFGRID3
* xyz 2 1
K -5.133 1.224 -0.222
K 2.438 2.339 -1.552
K -0.360 -2.121 3.047
S -1.977 -1.304 -0.498
S -1.119 0.845 0.470
F -2.230 -3.741 -1.559
F 0.665 0.892 2.513
F -0.105 -3.127 -1.133
F -1.375 1.002 3.130
F -1.504 -3.686 0.453
F -0.438 2.743 2.179
O -2.472 1.457 0.320
O 1.756 0.257 -3.370
O -3.361 -1.261 -0.055
O -0.155 1.431 -0.469
O -1.718 6.777 6.630
O 3.145 3.410 0.987
O -7.778 -4.068 -2.475
O -4.733 3.882 0.974
O 2.374 -1.609 1.669
O 0.948 2.931 -3.929
O -5.043 -3.414 -2.307
O 2.186 -2.340 4.484
O 1.861 -7.886 -2.851
O -4.363 3.507 -2.041
O 2.971 4.836 6.430
O -9.153 -4.078 -4.888
O 2.450 5.139 -2.978
O 2.800 -6.026 -0.766
O -1.751 -0.668 -1.757
O -3.814 0.762 -2.984
O 0.216 5.198 5.288
O 4.766 -7.962 -0.561
O 4.010 0.733 0.074
O -0.182 -2.428 5.818
O 5.115 1.994 -2.190
N -1.074 -0.843 0.702
C -3.755 4.199 2.019
C -1.393 -3.002 6.391
C -5.880 -3.243 -1.087
C 5.418 0.491 -0.201
C 5.505 -8.972 0.080
C 3.571 4.732 1.008
C -0.955 5.579 4.571
C 2.018 -5.596 -1.880
C -4.110 4.661 -1.265
C 1.455 5.281 4.502
C 2.284 -2.503 5.845
C -3.916 1.982 -3.851
C 2.312 -1.036 -3.362
C 1.306 5.400 -3.794
C 5.594 0.694 -1.727
C 5.936 3.075 -1.904
C 3.397 6.143 -3.090
C 5.176 -6.616 -0.228
C -8.132 -3.124 -4.525
C 2.458 -1.942 0.292
C -3.451 3.157 -3.050
C 4.164 -5.575 -0.863
C -0.001 1.907 -3.716
C -4.839 -4.708 -2.682
C 3.999 2.541 1.789
C -4.162 -0.495 -3.578
C 3.502 -2.106 2.463
C -1.409 -3.142 -0.706
C 2.484 -8.950 -3.675
C -7.254 -3.882 -1.122
C -8.237 -2.883 -3.053
C 0.981 -3.153 6.250
C 2.664 4.535 5.099
C 0.653 0.584 -4.153
C 4.059 4.074 7.003
C -1.965 8.198 6.375
C -0.558 1.452 2.197
C 0.323 4.197 -3.558
C -9.158 -4.537 -6.280
C -2.070 5.886 5.595
C 2.210 -6.555 -3.160
C 3.718 1.093 1.424
C -4.975 4.878 -0.004
C 3.454 -1.801 3.981
H 2.359 -8.860 -4.754
H 6.050 1.262 0.240
H 5.945 3.266 -0.831
H -3.558 3.948 -3.792
H -2.283 -2.533 5.971
H -2.766 4.413 1.613
H 0.021 4.189 -2.511
H -7.132 -3.544 -4.634
H -3.049 4.756 -1.034
H -1.887 8.813 7.271
H 3.056 5.435 0.353
H -4.637 -5.384 -1.852
H 3.270 -6.592 -3.413
H 1.683 6.332 4.327
H -3.313 -0.867 -4.151
H 1.530 -1.764 -3.145
H 5.580 3.934 -2.472
H 3.539 5.112 2.029
H -7.825 -3.127 -0.581
H -3.222 1.775 -4.666
H 3.063 7.150 -2.840
H 4.997 -9.903 -0.170
H -0.914 2.063 -4.292
H 3.093 -3.194 6.085
H 4.507 -5.422 -1.886
H 5.017 2.719 1.443
H 0.990 -5.734 -1.545
H 4.231 5.927 -2.422
H -8.181 -2.200 -5.102
H -7.703 -1.980 -2.754
H -4.910 -0.417 -4.366
H -0.770 6.443 3.933
H -5.932 -2.175 -0.877
H 2.502 -1.508 6.234
H 1.215 4.793 3.557
H 4.295 4.596 7.931
H 3.527 -8.848 -3.375
H 3.759 3.035 7.135
H 5.749 -0.519 0.041
H 0.026 -0.267 -3.889
H 2.149 -2.946 0.003
H -6.021 4.710 -0.264
H 2.976 -1.108 -2.500
H 0.970 -4.172 5.865
H 3.802 6.306 -4.089
H -1.411 -4.056 6.114
H 4.353 -1.570 2.043
H 5.175 -6.451 0.849
H -9.265 -2.733 -2.726
H -4.910 2.237 -4.218
H 6.941 2.892 -2.284
H -4.324 -1.326 -2.891
H -3.689 3.352 2.702
H -10.064 -5.128 -6.410
H 2.852 -1.285 -4.275
H -7.270 -4.864 -0.650
H -1.366 8.659 5.590
H -1.350 -2.923 7.478
H 2.111 -9.931 -3.382
H 2.334 3.497 5.121
H 4.244 0.490 2.164
H 3.569 -3.189 2.357
H -1.299 4.801 3.889
H 4.322 -2.131 4.552
H -5.657 -5.121 -3.273
H -0.263 1.789 -2.665
H -2.316 4.926 6.049
H -0.522 4.335 -4.232
H -4.968 5.903 0.367
H 3.953 2.788 2.850
H 6.549 -9.088 -0.210
H 2.093 -4.551 -2.183
H 6.629 0.479 -1.992
H -8.338 -5.238 -6.440
H 3.458 -1.748 -0.095
H 2.630 1.037 1.424
H 3.505 4.513 4.405
H 1.760 -1.328 -0.278
H 6.195 -6.326 -0.482
H 1.555 5.485 -4.852
H 4.847 0.026 -2.157
H -2.439 3.041 -2.661
H -2.942 6.201 5.022
H -4.164 5.080 2.513
H 3.362 -0.730 4.160
H 4.565 4.839 0.574
H 5.488 -8.924 1.169
H 0.760 6.302 -3.517
H -3.990 -4.636 -3.362
H -4.235 5.577 -1.842
H 4.212 -4.659 -0.274
H -9.051 -3.730 -7.005
H 0.980 -3.200 7.338
H 0.891 0.583 -5.216
H -5.292 -3.727 -0.307
H -3.020 8.252 6.106
H 4.954 4.133 6.383
H 1.775 -6.255 -4.114
*
```

HOMO-LUMO gap: 8.330 eV
Largest force on an atom: 0.07282 Eh/bohr
Molecular weight: 1336.7 g/mol
Electronic energy: -6865.596448 a.u.

---

Record 2
DFT (the ωB97M-V functional and the def2-TZVPD basis) results for a cluster of 11 separate species, C45H103ClN3O10 in total in a non-equilibrium geometry.

Structure (ORCA input):
```
! wB97M-V def2-TZVPD RIJCOSX def2/J DEFGRID3
* xyz 1 1
Cl 1.860 6.624 -2.882
O 2.213 -4.561 -0.831
O -0.353 -2.360 1.794
O -4.611 -7.200 1.118
O -0.189 -3.221 6.046
O -0.958 -6.389 1.902
O 4.143 4.218 0.139
O -4.081 0.320 0.258
O 4.265 -0.572 -0.325
O -5.978 4.844 -4.638
O 8.665 -1.883 0.858
N -4.207 7.937 -2.735
N -3.267 6.047 -3.733
N -2.035 7.260 -2.254
C -0.861 6.545 -2.861
C 0.350 7.020 -2.058
C 2.210 -3.618 -1.904
C 3.460 4.203 1.395
C 1.289 -5.140 6.160
C -7.300 4.445 -4.229
C 0.763 3.407 -3.522
C -7.406 2.930 -4.208
C -0.106 0.157 -0.758
C -1.647 -5.808 -0.338
C 1.439 -1.424 3.134
C 9.683 -0.880 0.788
C -6.787 -6.758 0.146
C 2.323 3.195 1.368
C 0.799 7.694 0.344
C -5.936 -5.422 2.105
C -4.432 0.081 1.629
C -8.344 5.078 -5.132
C -3.188 7.105 -2.914
C 1.201 0.431 -1.180
C -0.914 -6.810 0.540
C 1.448 1.475 -2.086
C 2.976 5.598 1.756
C 1.209 -4.029 -2.973
C 5.314 0.907 1.281
C -0.121 -4.641 5.888
C 1.064 -2.384 2.014
C 1.519 -3.801 2.295
C 3.608 -3.449 -2.476
C -0.907 1.973 -2.174
C 0.398 2.276 -2.587
C -5.565 -6.173 0.835
C 9.686 -0.043 2.058
C -1.142 5.032 -2.884
C 6.280 0.581 -1.021
C -1.486 -8.211 0.405
C 11.037 -1.519 0.526
C 5.016 0.634 -0.181
C -3.390 -0.803 2.301
C -2.663 4.860 -3.034
C -1.163 0.925 -1.262
C -5.828 -0.510 1.721
C -0.372 4.297 -3.998
C -1.147 -5.330 6.774
C 0.361 6.572 -0.599
H -1.883 -6.386 2.173
H -4.086 -0.531 -0.193
H -1.134 -6.410 6.627
H -2.170 0.720 -0.936
H 9.914 -0.670 2.924
H 5.947 0.131 1.720
H 1.509 -2.041 1.080
H 0.964 -1.733 4.070
H -2.400 -0.356 2.221
H 1.163 -3.292 -3.776
H -1.044 3.702 -4.607
H 1.819 3.127 2.333
H 9.409 -0.248 -0.058
H 11.820 -0.765 0.433
H -6.555 0.143 1.238
H -8.216 4.733 -6.161
H 5.825 1.864 1.395
H -3.345 -1.778 1.807
H 3.961 -4.395 -2.897
H 4.384 0.937 1.849
H 1.234 -4.457 1.478
H -5.053 -5.495 0.150
H 2.490 5.610 2.732
H -7.504 -5.979 -0.116
H -6.410 -6.098 2.821
H 2.257 5.951 1.010
H 2.032 -0.140 -0.808
H 1.581 3.474 0.612
H 3.512 4.495 -0.534
H -8.252 6.164 -5.131
H -0.906 4.616 -1.912
H -8.388 2.612 -3.861
H -6.499 -7.285 -0.763
H 4.307 -3.150 -1.697
H 1.202 7.306 1.270
H -1.832 8.225 -2.024
H -5.838 4.518 -5.534
H -4.229 5.850 -3.995
H -2.524 -8.210 0.739
H -0.633 6.236 -0.323
H 1.562 8.308 -0.125
H -0.933 -8.913 1.031
H -0.770 6.924 -3.874
H -5.026 -7.828 1.720
H -1.754 2.522 -2.553
H -2.150 -4.960 6.557
H 8.706 0.407 2.221
H 1.043 5.739 -0.475
H 1.572 -4.928 7.195
H -2.699 -5.763 -0.048
H 1.539 3.999 -3.055
H 4.805 -1.312 -0.027
H 1.887 -2.679 -1.452
H -6.650 2.497 -3.553
H -7.410 4.831 -3.215
H 2.458 1.691 -2.403
H 2.519 -1.403 3.286
H 0.313 8.107 -2.073
H 2.697 2.208 1.099
H 1.100 -0.412 2.901
H 2.602 -3.855 2.423
H 0.047 5.043 -4.670
H -5.862 -1.480 1.216
H -1.593 -6.088 -1.392
H 0.144 -6.809 0.270
H -9.351 4.816 -4.809
H 1.222 2.954 -4.398
H 10.431 0.752 2.007
H -4.199 8.638 -2.016
H 0.027 -3.018 6.962
H -1.216 -4.812 -0.215
H 11.011 -2.108 -0.390
H 2.502 -5.409 -1.185
H 8.880 -2.456 1.601
H -7.287 -7.474 0.804
H -0.305 -0.636 -0.058
H -6.630 -4.608 1.894
H 1.492 -4.992 -3.407
H -0.774 -2.668 2.605
H 3.809 6.302 1.773
H 3.626 -2.695 -3.264
H -2.927 3.969 -3.582
H 4.209 3.882 2.119
H 2.004 -4.637 5.509
H -0.031 8.353 0.582
H -7.251 2.525 -5.212
H -5.030 7.832 -3.298
H -1.447 -8.563 -0.627
H -0.937 -5.124 7.827
H 0.213 -4.137 -2.541
H -4.424 1.067 2.097
H -0.369 -4.823 4.841
H 6.923 -0.235 -0.678
H 6.043 0.395 -2.069
H 1.043 -4.178 3.205
H 1.367 -6.215 5.996
H 4.358 1.422 -0.553
H -3.617 -0.963 3.356
H 6.841 1.515 -0.950
H 11.304 -2.190 1.347
H -6.127 -0.656 2.759
H -3.122 4.783 -2.051
H -5.046 -5.006 2.579
*
```

HOMO-LUMO gap: 7.998 eV
Largest force on an atom: 0.02141 Eh/bohr
Molecular weight: 881.8 g/mol
Electronic energy: -3153.062592 a.u.

---

For the records above, the corresponding E_LUMO values read -3.829, -2.470 eV.